(1)
DFT (the ωB97M-V functional and the def2-TZVPD basis) results for a cluster of 14 separate species, C56H77N7O21 in total in a non-equilibrium geometry.

Each line ends with the Löwdin charge.
Element x y z (Å)
C 0.5772 -2.6659 -4.6776  -0.027
C 0.7656 -4.1329 -4.7513  -0.284
C -0.4738 -4.8746 -5.2820  -0.063
O 0.0717 -5.8534 -6.2163  0.078
C 1.3188 -5.5543 -6.5100  -0.608
O 2.1097 -6.2377 -7.1466  0.127
O 1.6234 -4.4552 -5.8772  0.086
H 0.1723 -2.4814 -3.6825  0.081
H -0.1330 -2.1679 -5.3377  0.094
H 1.5616 -2.2206 -4.8214  0.084
H 1.1788 -4.5501 -3.8330  0.162
H -1.1831 -4.2481 -5.8228  0.134
H -0.9378 -5.3633 -4.4253  0.122
C -2.9611 -3.2770 -2.8383  -0.001
C -3.5760 -2.2367 -3.7907  -0.303
C -4.5630 -1.3022 -3.1203  -0.090
O -4.1692 0.0330 -3.4177  0.080
C -2.9815 0.0230 -4.0239  -0.455
O -2.2695 1.0300 -4.2736  0.089
O -2.5870 -1.3033 -4.1526  0.037
H -2.7095 -2.7343 -1.9270  0.083
H -1.9610 -3.6050 -3.1219  0.058
H -3.6299 -4.1080 -2.6140  0.091
H -3.8866 -2.7736 -4.6870  0.152
H -4.7289 -1.5111 -2.0634  0.101
H -5.5865 -1.4057 -3.4808  0.136
C -4.7004 3.1517 -0.7148  -0.017
C -5.2406 3.7376 -1.9896  -0.341
C -4.3071 3.7680 -3.2289  -0.037
O -5.0729 2.9864 -4.1886  0.078
C -6.2097 2.5511 -3.6425  -0.555
O -7.0511 1.9189 -4.2694  0.113
O -6.3049 2.9381 -2.3615  0.053
H -3.8647 3.7009 -0.2809  0.085
H -4.3491 2.1511 -0.9664  0.078
H -5.5342 3.1321 -0.0131  0.095
H -5.7008 4.6920 -1.7337  0.153
H -3.3674 3.2904 -2.9515  0.098
H -4.2026 4.8267 -3.4661  0.130
C 4.6416 -0.4996 7.0603  -0.030
C 4.5589 -0.0645 5.6148  -0.289
C 4.6438 -1.2513 4.6331  -0.071
O 3.5607 -1.0127 3.7906  0.076
C 2.6816 -0.2304 4.3469  -0.506
O 1.5294 0.1138 3.9654  0.073
O 3.2337 0.4259 5.4054  0.065
H 4.3356 0.2858 7.7513  0.088
H 5.6074 -0.8801 7.3928  0.088
H 4.0478 -1.3781 7.3131  0.091
H 5.2916 0.7160 5.4095  0.153
H 4.5677 -2.2555 5.0499  0.144
H 5.5605 -1.2218 4.0442  0.138
C -5.8495 -4.6490 2.8053  -0.029
C -4.3735 -4.8503 2.7284  -0.304
C -3.7448 -4.8712 1.3541  -0.121
O -2.8968 -3.7563 1.3162  0.045
C -2.8406 -3.1539 2.5468  -0.527
O -2.2652 -2.1089 2.7723  0.134
O -3.6563 -3.7928 3.4236  0.100
H -6.3751 -5.4046 2.2214  0.096
H -6.2303 -3.7049 2.4157  0.071
H -6.2310 -4.6354 3.8263  0.095
H -4.2332 -5.8332 3.1782  0.151
H -4.5352 -4.7649 0.6111  0.123
H -3.2476 -5.7755 1.0032  0.135
C 6.2970 1.6197 -0.0601  -0.015
C 5.7402 0.6275 0.9718  -0.255
C 4.1746 0.5659 0.7570  -0.110
O 3.9286 -0.8002 0.5297  0.056
C 5.0732 -1.5099 0.5686  -0.573
O 5.1992 -2.7210 0.4318  0.118
O 6.0982 -0.7128 0.6779  0.106
H 6.0828 1.3771 -1.1009  0.082
H 7.3688 1.6598 0.1343  0.086
H 5.9640 2.6327 0.1660  0.061
H 5.8102 0.9376 2.0145  0.150
H 3.7950 1.1270 -0.0969  0.111
H 3.7693 0.9832 1.6788  0.099
C 1.2498 -2.6587 2.0289  -0.012
C 0.7650 -3.9014 2.7410  -0.288
C 1.4674 -5.3158 2.4335  -0.026
O 1.7383 -5.7921 3.7523  0.077
C 1.6786 -4.8516 4.6430  -0.539
O 1.9718 -5.0080 5.8514  0.088
O 1.1843 -3.7489 4.0460  0.073
H 0.8455 -2.5217 1.0260  0.088
H 2.3282 -2.5897 1.8865  0.080
H 0.8395 -1.7944 2.5511  0.066
H -0.3155 -4.0065 2.6429  0.128
H 2.4275 -5.2521 1.9214  0.132
H 0.8092 -5.9842 1.8784  0.124
N -0.4688 3.2789 -0.5014  0.058
C -0.9343 3.4845 -1.7504  -0.166
C -1.3297 4.7575 -1.9305  -0.106
C -0.9390 5.4019 -0.7262  -0.131
C -0.4874 4.4815 0.1172  -0.181
H -0.1964 2.3768 -0.1379  0.086
H -0.9495 2.6693 -2.4586  0.106
H -1.7840 5.1830 -2.8131  0.096
H -1.0482 6.4703 -0.6120  0.096
H -0.0899 4.3826 1.1165  0.111
N 3.7480 4.1857 1.5106  0.035
C 4.6951 4.5600 2.4226  -0.119
C 4.2942 4.0202 3.6327  -0.118
C 3.1254 3.2596 3.4444  -0.105
C 2.8299 3.3966 2.1099  -0.161
H 3.7523 4.3714 0.5179  0.070
H 5.5751 5.1141 2.1309  0.106
H 4.7790 4.0827 4.5958  0.087
H 2.5411 2.6852 4.1481  0.084
H 1.9915 3.0246 1.5395  0.099
N -7.2218 -1.1262 -1.0092  0.021
C -6.6617 -2.1030 -0.2852  -0.162
C -5.6838 -1.5487 0.5532  -0.086
C -5.6447 -0.1947 0.1997  -0.144
C -6.5637 0.1171 -0.7435  -0.073
H -8.0718 -1.2511 -1.5402  0.153
H -7.0903 -3.0944 -0.2858  0.107
H -5.0565 -2.0307 1.2885  0.078
H -5.0175 0.5083 0.7279  0.086
H -6.8765 1.0827 -1.1125  0.103
N -1.1293 1.5968 4.8104  0.033
C -1.1575 2.4736 3.7728  -0.139
C -2.2015 2.1243 2.8912  -0.150
C -2.8583 1.0372 3.3980  -0.146
C -2.1824 0.6679 4.5651  -0.098
H -0.4222 1.5344 5.5290  0.142
H -0.3883 3.2248 3.8753  0.103
H -2.4359 2.5202 1.9141  0.082
H -3.7173 0.5046 3.0174  0.090
H -2.3454 -0.2304 5.1420  0.100
N -0.5517 0.3739 0.9295  0.053
C 0.7434 0.4512 0.5380  -0.159
C 0.7883 0.4036 -0.8525  -0.095
C -0.5131 0.0486 -1.3033  -0.080
C -1.3075 0.1755 -0.1741  -0.137
H -0.8689 0.3112 1.8863  0.122
H 1.5920 0.5713 1.1952  0.090
H 1.7129 0.4701 -1.4066  0.073
H -0.7968 -0.2326 -2.3067  0.079
H -2.3825 0.1144 -0.0890  0.108
N 3.3335 5.8793 -1.1773  0.011
C 2.6696 4.7022 -1.3880  -0.124
C 3.5892 3.7368 -1.6372  -0.139
C 4.8655 4.2785 -1.5596  -0.106
C 4.6695 5.7003 -1.3388  -0.098
H 2.8459 6.7495 -1.0188  0.159
H 1.5971 4.7058 -1.2613  0.092
H 3.5054 2.6720 -1.7970  0.089
H 5.7967 3.7914 -1.8089  0.086
H 5.3171 6.5645 -1.3235  0.104
N 4.7358 0.3620 -3.8605  0.005
C 3.3959 -0.0667 -3.6255  -0.147
C 2.5727 0.7933 -4.1950  -0.139
C 3.3717 1.8165 -4.6990  -0.113
C 4.7361 1.5637 -4.4384  -0.137
H 5.5367 -0.0731 -3.4253  0.140
H 3.3064 -1.0371 -3.1599  0.109
H 1.4999 0.6823 -4.2518  0.107
H 3.0141 2.7317 -5.1471  0.093
H 5.6392 2.0843 -4.7211  0.111

Properties
- HOMO energy: -7.87 eV
- Molar mass: 1184.26 u
- HOMO-LUMO gap: 0.28775 hartree
- Charge: 0

---

(2)
DFT (the ωB97M-V functional and the def2-TZVPD basis) results for a structure of composition C4H9Cl2N2 in a non-equilibrium geometry.

Each line ends with the natural charge from an NBO analysis.
Element x y z (Å)
C -0.7491 0.1629 0.6478  0.401
C 4.3627 -1.2371 -0.2950  -0.376
C -2.5103 0.3642 -1.0596  -0.498
C 3.4322 -0.5494 0.3344  -0.130
N -1.6794 0.8641 0.0802  -0.506
N -0.3040 -1.0536 0.4545  -0.720
Cl 2.4009 0.4588 -0.5455  0.012
Cl 2.7371 -0.7579 1.8813  0.033
H 4.5276 -0.9887 -1.3279  0.244
H 4.8860 -1.9382 0.2732  0.234
H -0.2729 0.5517 1.5571  0.231
H -3.5487 0.8387 -1.0642  0.267
H -2.0546 0.6750 -2.1326  0.242
H -2.5130 -0.7530 -1.3886  0.257
H -1.8934 1.7201 0.5919  0.450
H 0.4804 -1.4304 0.9193  0.436
H -0.3706 -1.5999 -0.4460  0.424

Properties
- HOMO energy: -13.04 eV
- Molar mass: 156.04 u
- HOMO-LUMO gap: 0.36157 hartree
- Charge: +1

---

(3)
DFT (the ωB97M-V functional and the def2-TZVPD basis) results for a structure of composition AgF4N2O8S4 in a non-equilibrium geometry.

Each line ends with the natural charge from an NBO analysis.
Element x y z (Å)
Ag -2.2152 -1.4814 1.3741  0.994
N -1.0774 -1.1259 -4.9187  -1.089
S -0.0971 -1.3600 -3.8821  2.449
O -0.4846 -1.4455 -2.4690  -0.973
O 1.2542 -1.1295 -4.1948  -0.910
F -0.0885 -2.9188 -4.1532  -0.552
S -0.9170 0.5188 -4.8708  2.370
O 0.2943 1.0909 -5.4303  -0.869
O -1.5737 1.0979 -3.7386  -0.903
F -1.9902 0.8252 -6.0803  -0.523
N 0.2593 0.4007 3.3735  -1.134
S 1.4356 1.2467 3.6164  2.409
O 2.6908 0.5570 3.5428  -0.916
O 1.4130 2.4379 4.4972  -0.885
F 1.4117 2.0265 2.1995  -0.526
S 0.1215 0.0581 4.9646  2.336
O -0.6623 0.9683 5.8070  -0.876
O 1.2337 -0.6253 5.6235  -0.851
F -1.0080 -1.1415 4.7391  -0.553

Properties
- HOMO energy: -7.23 eV
- Molar mass: 468.13 u
- HOMO-LUMO gap: 0.17846 hartree
- Charge: -1

---

(4)
DFT (the ωB97M-V functional and the def2-TZVPD basis) results for a structure of composition C14H18BF3N6O3S3V.

Each line ends with the Mulliken spin population.
Element x y z (Å)
V 0.5135 -1.0790 0.1902  3.011
C -1.7626 1.9876 -1.9538  0.002
N -0.3365 2.1646 -2.1400  0.004
C 0.2617 2.6056 -3.2982  -0.002
C 1.5761 2.7345 -3.0208  0.003
N 1.7848 2.3923 -1.7062  -0.003
B 3.2328 2.6369 -1.1112  0.009
N 3.3963 1.9767 0.2747  -0.007
C 3.6785 2.6596 1.4333  0.003
C 3.7149 1.7696 2.4482  0.001
N 3.4534 0.5331 1.8962  -0.009
C 3.3280 -0.7056 2.6363  0.036
C 3.2466 0.6805 0.5685  0.001
S 2.8819 -0.5817 -0.5400  -0.016
C 0.6126 2.0288 -1.1740  -0.006
S 0.2224 1.5306 0.4383  -0.001
H -2.2511 2.1378 -2.9138  0.000
H -2.1428 2.7104 -1.2329  0.000
H -1.9793 0.9891 -1.5891  0.003
H -0.2971 2.7801 -4.1997  0.000
H 2.3946 3.0436 -3.6451  0.000
H 3.3639 3.8282 -0.9613  0.000
H 4.0158 2.1826 -1.9041  0.000
H 3.8331 3.7226 1.4272  0.000
H 3.9139 1.8930 3.4972  0.000
H 3.9118 -0.6250 3.5505  0.003
H 3.6910 -1.5299 2.0288  -0.002
H 2.2862 -0.9021 2.8884  -0.006
N -5.8565 -1.0346 -0.6041  0.001
C -4.5064 -1.0325 -0.4406  -0.001
C -3.6612 -1.7048 -1.3315  0.009
C -2.3018 -1.6674 -1.1268  0.021
N -1.7210 -0.9844 -0.1312  -0.096
C -2.5295 -0.3332 0.7156  0.035
C -3.8992 -0.3339 0.6112  0.004
H -6.2759 -1.6629 -1.2647  0.000
H -6.4464 -0.6841 0.1282  0.000
H -4.0648 -2.2667 -2.1633  0.000
H -1.6396 -2.2133 -1.7848  0.003
H -2.0455 0.2315 1.5007  -0.001
H -4.4946 0.2082 1.3340  0.000
F -0.3099 -4.2742 3.3478  0.001
C -0.7690 -3.8063 2.1918  0.003
F -1.2212 -2.5570 2.3974  0.012
F -1.7944 -4.5583 1.7990  0.000
S 0.5681 -3.7900 0.9204  -0.004
O 1.4436 -2.7072 1.3892  -0.022
O 1.0866 -5.1123 0.9092  -0.003
O -0.1058 -3.2812 -0.2853  0.015

Properties
- HOMO energy (alpha / beta): -7.59 / -7.87 eV
- ⟨S²⟩: 3.76
- Molar mass: 533.29 u
- 2S+1: 4
- HOMO-LUMO gap (alpha / beta): 0.28879 / 0.29803 hartree
- Charge: 0